Formula: C5H10O
Source: the Open Molecules 2025 dataset
Level of theory: ωB97M-V/def2-TZVPD

```
! wB97M-V def2-TZVPD RIJCOSX def2/J DEFGRID3
* xyz 0 1
H -0.29385 -1.07459 1.59745
C 0.01011 -0.70502 0.62442
H 1.63471 0.50322 1.44917
H 1.46016 -0.21516 -1.56838
O -2.50731 -0.62586 -0.91063
H 2.59528 0.98132 -0.91215
H -0.11235 -1.44650 -0.16270
C -2.49667 -0.74748 0.40036
C 1.16905 0.22358 0.50976
C -0.20484 0.75820 0.29369
H -2.48095 0.28647 -1.25497
H 2.78017 -0.74949 -0.51521
H -0.47939 1.04981 -0.72261
H -2.50228 0.29660 0.80986
C 2.06012 0.05479 -0.68869
H -0.63195 1.41012 1.05065
*
```

Gap between HOMO and LUMO ... 0.337 hartree
Lowest unoccupied orbital energy ... 0.686 eV

natural (NBO) population analysis, charges in e, atoms 1 to 5: 0.238 -0.438 0.213 0.203 -0.661

Formula: C2H6CrFO2
Source: the Open Molecules 2025 dataset
Level of theory: ωB97M-V/def2-TZVPD

```
! wB97M-V def2-TZVPD RIJCOSX def2/J DEFGRID3
* xyz 1 5
H 1.11818 0.76017 -2.38835
H 3.73278 1.88573 1.46519
H 4.05481 2.48576 3.10102
C 3.26251 2.25376 2.38489
H 2.64200 3.13204 2.16356
H 0.59422 0.56830 3.25820
O 2.46193 1.23025 2.98280
Cr 1.73363 -0.38887 -0.25798
F 1.41581 -0.27168 1.54217
H 0.79672 1.80633 1.90934
O 1.51365 0.86578 -1.52366
C 1.25670 1.02010 2.51776
*
```

Gap between HOMO and LUMO (alpha / beta) ... 0.333 / 0.397 hartree
Lowest unoccupied orbital energy (alpha / beta) ... -5.102 / -5.036 eV

natural (NBO) population analysis, charges in e, atoms 1 to 5: 0.499 0.190 0.237 -0.269 0.202

Formula: C17H20N2O6
Source: the Open Molecules 2025 dataset
Level of theory: ωB97M-V/def2-TZVPD

```
! wB97M-V def2-TZVPD RIJCOSX def2/J DEFGRID3
* xyz 0 1
C 0.43318 -0.63880 -1.18674
H -2.89580 1.08140 2.51517
H -0.99786 -2.79846 4.04854
N -0.50044 2.50962 -2.97263
O 1.60050 2.90029 -3.72295
H -3.02900 1.71309 -3.23694
O -3.04187 1.38294 0.32177
O -1.12954 1.34668 1.50089
C 1.71075 -0.06958 0.78561
H 1.36858 -3.43894 4.60772
C 1.07297 -2.39663 4.53016
C -1.83881 1.52608 0.36625
H 0.83453 -2.01588 5.51932
H 1.89845 -1.81660 4.12921
H 0.76765 2.31615 0.45240
C -1.40328 2.23843 -1.97594
H -0.84155 2.77259 -3.88621
C 0.89883 0.30976 -0.27043
N 1.30221 2.35092 -1.54816
O 0.47543 -3.05403 -1.71890
H 2.30379 2.34994 -1.42619
C -1.63539 -0.65922 2.77403
C 1.61778 -2.31944 0.08380
C 2.09030 -1.39487 0.98179
H 2.72325 -1.68834 1.80143
C -0.13531 -2.26465 3.61801
H -1.59622 -1.12187 1.77535
C 0.80211 -1.94428 -0.98512
C 1.11911 -4.13902 -1.08664
C 0.87585 2.58976 -2.80469
H 0.07676 -2.70311 2.63024
H -0.19690 -0.36140 -2.01526
H 0.36853 -4.88377 -0.77714
H -3.49106 2.11225 -1.57429
O -0.44343 -0.89474 3.47724
H -3.02522 3.39603 -2.70781
C -2.82925 2.37168 -2.39253
C 0.52243 1.76910 -0.46719
H 2.04810 0.67671 1.48737
H 1.82624 -4.60893 -1.78929
O 1.81874 -3.67455 0.04797
C -0.96136 1.89503 -0.74305
H -1.41502 1.34983 3.50271
C -1.83212 0.84903 2.62763
H -2.48841 -1.09158 3.32153
*
```

Gap between HOMO and LUMO ... 0.328 hartree
Lowest unoccupied orbital energy ... 0.702 eV
SMILES string ... CCOCCOC(=O)C1=C(C)NC(=O)N[C@@H]1c1ccc2c(c1)OCO2

natural (NBO) population analysis, charges in e, atoms 1 to 5: -0.317 0.216 0.161 -0.629 -0.631

Formula: C21H33Cl2N4O3RuS
Source: the Open Molecules 2025 dataset
Level of theory: ωB97M-V/def2-TZVPD

```
! wB97M-V def2-TZVPD RIJCOSX def2/J DEFGRID3
* xyz 0 6
H -2.04450 0.31517 2.78264
H -3.45813 1.40474 2.92950
H 1.00109 -2.88713 -0.12727
H 3.59932 0.61129 1.44278
C -4.68935 -5.73109 2.57392
H 4.04942 4.31225 -1.53184
H -0.30320 1.23998 -5.83116
N -1.38667 1.60819 -4.07324
C -1.13878 1.24319 -2.81398
H 6.20726 0.78012 1.51996
H -0.37447 2.95066 -5.32762
C -4.21314 -4.08628 4.27927
O -1.45573 -2.54080 1.48409
C 2.41904 -0.80712 -1.85239
C -3.68639 -3.22819 3.30983
Cl 0.94568 0.32450 2.06756
H 4.56324 -0.71734 -1.50738
H -2.01275 0.89474 -2.23257
C 5.57633 1.22332 0.77096
C -3.54012 -3.67484 1.98065
N 4.70800 2.43644 -0.86233
H -2.79024 0.99771 1.30729
H -0.77601 2.10322 4.34975
H -2.94483 1.04221 -5.38026
H 3.89298 -2.36471 -1.67839
C -4.17677 -4.87118 1.59649
H -2.83183 -2.85887 0.01120
C 5.89993 2.02037 -0.29058
H -5.08889 -6.70454 2.28841
H 6.84447 2.35972 -0.68883
C 3.65000 1.91910 -0.18255
H -2.32032 3.01430 4.35179
H -0.82530 3.78152 3.72395
H -4.93862 -6.08931 4.68632
C -2.52573 -2.97283 1.08636
C 1.76128 -2.15693 0.18666
H 2.77315 -2.58646 0.12190
H 5.53909 3.72008 -2.30273
H -4.24508 -3.77256 5.32120
H 4.07523 -1.32034 -3.10883
C -2.54455 1.19816 2.35475
N -1.68135 2.36894 2.46146
H -0.37593 3.73757 1.63942
H -3.44448 1.58724 -3.74320
H -4.23118 -5.13312 0.53676
C -0.27927 1.91807 -4.96779
H 3.96226 3.01393 -2.74676
H -3.33906 -2.22638 3.58150
Cl -1.29725 -0.74918 -0.64143
C 4.55853 3.42453 -1.92315
H -2.88414 2.78912 -4.95944
C -4.63686 -5.37206 3.92534
H 0.66783 1.79798 -4.43153
O -0.94360 2.27927 0.28972
C 1.69342 -0.96934 -0.71900
N 4.18725 1.14335 0.79280
O 0.03196 1.27573 -2.34262
H 1.54029 -1.86796 1.22182
C -1.38430 2.84256 3.80467
C -2.74740 1.76674 -4.57383
C 3.81394 -1.32954 -2.04194
Ru 0.55989 0.57006 -0.22001
S 2.04360 2.39640 -0.43704
C -0.97107 2.82846 1.42395
H 1.96282 -0.22290 -2.66500
*
```

Gap between HOMO and LUMO (alpha / beta) ... 0.209 / 0.152 hartree
Lowest unoccupied orbital energy (alpha / beta) ... 0.643 / -2.739 eV

natural (NBO) population analysis, charges in e, atoms 1 to 5: 0.229 0.189 0.242 0.472 -0.193

Formula: C15H21NO4S
Source: the Open Molecules 2025 dataset
Level of theory: ωB97M-V/def2-TZVPD

```
! wB97M-V def2-TZVPD RIJCOSX def2/J DEFGRID3
* xyz 0 1
S 0.01322 0.32318 -1.70891
H 3.67761 -2.80224 -0.44482
H -2.97346 -0.80798 -1.30430
C 2.56051 -2.57825 1.38213
H 0.58612 0.48466 1.10321
C -0.93345 -2.88101 0.29544
H -3.06487 -3.03277 0.18978
H -3.63226 -0.83453 1.08588
C 0.05231 1.69753 -0.56888
H -1.95000 -0.55712 1.57057
C 0.16882 3.85285 1.16811
O -0.61858 0.75374 -2.92681
H -0.48518 3.08776 -2.07820
H 2.83341 -1.26115 -0.30658
H -0.82992 -3.96054 0.15735
O 1.32177 -0.26296 -1.80493
C 0.25618 5.01823 2.10432
H -1.41044 -2.59310 -1.80315
H 1.28035 5.39089 2.13347
H 0.31042 -2.32285 -1.41376
H -0.38036 5.03646 -0.53061
C -2.32848 -2.53627 0.82677
C -0.16489 4.04168 -0.16904
H 2.35131 -1.81643 2.13983
H -2.34852 0.66191 -0.52152
C 3.39839 -2.01068 0.24562
C -0.22365 2.96677 -1.03880
H -0.38799 5.83039 1.77705
C 0.38803 1.48446 0.75438
H 0.69548 2.40415 2.65537
H -0.02281 4.72687 3.11391
H 4.29992 -1.55676 0.64719
C -2.27519 -0.42685 -0.54352
O 1.31733 -3.05998 0.86177
C -2.59061 -1.02817 0.82645
H -2.43983 -2.92298 1.84111
C -0.71113 -2.18250 -1.05891
C 0.20134 -2.41475 1.18985
O 0.13236 -1.56425 2.03954
N -0.91950 -0.77205 -0.88145
C 0.44109 2.56399 1.61809
H 3.05625 -3.43234 1.85251
*
```

Gap between HOMO and LUMO ... 0.369 hartree
Lowest unoccupied orbital energy ... 0.783 eV
SMILES string ... CCOC(=O)[C@H]1CCCN(S(=O)(=O)c2ccc(C)cc2)C1

natural (NBO) population analysis, charges in e, atoms 1 to 5: 2.325 0.209 0.183 -0.081 0.252

Formula: C21H31N4O3SSiTl
Source: the Open Molecules 2025 dataset
Level of theory: ωB97M-V/def2-TZVPD

```
! wB97M-V def2-TZVPD RIJCOSX def2/J DEFGRID3
* xyz 2 1
H -4.51071 1.20471 2.27506
C -0.48407 2.50059 2.27824
H -0.12679 4.25240 1.10540
Tl 0.24758 -0.14421 -0.66784
C 0.21715 1.30443 2.95412
C 5.59140 0.86592 -1.39551
C 0.31210 3.25439 1.19600
O 2.56088 0.91300 -1.34056
C 6.95780 0.66319 -1.23344
H -0.31148 1.11827 3.89225
H 2.17861 0.82891 3.74708
H -2.70805 -2.17034 0.89720
H 7.65890 1.32986 -1.71695
H -4.70299 3.55584 2.94878
C 1.77152 3.47581 1.59746
H -3.06253 4.79266 -0.81378
C 3.23567 0.04747 -0.75015
C -3.66276 1.65344 0.33483
H -3.95321 5.35116 1.42248
O 3.83526 -1.19067 2.22509
H 8.50301 -0.53447 -0.35649
H -4.60837 -0.64978 -2.28945
H 1.64125 2.49270 4.04754
C -4.17771 1.98359 1.59838
H -3.06360 0.14124 -2.57852
C 7.43634 -0.38880 -0.45896
C -3.87137 4.31569 1.11967
C 6.56565 -1.25444 0.19953
H -1.41898 2.15286 1.82934
N 2.67287 -0.89202 0.02358
H 4.06289 2.84885 3.08990
C -3.57117 -0.58688 -1.94392
H 2.31978 3.89005 0.74601
H -0.66824 2.87054 -0.54636
N 3.84179 2.26000 2.28865
H 2.22229 1.43566 1.26873
H -3.13974 -0.96967 2.13047
H -0.64027 -0.49202 2.42965
H 6.93425 -2.06672 0.81162
H -4.39405 -1.88441 1.29800
H 4.14534 1.21769 2.46870
C -4.28755 3.30758 1.98159
H 0.94962 2.79479 -0.71800
C 4.72335 -0.00252 -0.75662
H 0.96712 -0.50332 2.25573
O 3.60314 -3.14527 0.78903
Si -3.52833 -0.10228 -0.16078
N 0.18170 2.54311 -0.09966
N 0.13943 0.07031 2.10718
H 5.19919 1.67290 -2.00086
S 3.79996 -1.74278 0.84908
C -3.27010 2.68266 -0.53579
H -3.10964 -1.56215 -2.10291
C -3.42499 -1.39191 1.16684
H 1.80047 4.20749 2.40849
C 1.66142 1.68578 3.31037
C 2.37250 2.17001 2.05093
C 5.21624 -1.03655 0.03136
C -3.36473 4.00287 -0.13862
H -2.90026 2.44783 -1.52826
H 4.33977 2.61143 1.47066
H -0.74401 3.21681 3.06142
*
```

Gap between HOMO and LUMO ... 0.254 hartree
Lowest unoccupied orbital energy ... -7.203 eV

natural (NBO) population analysis, charges in e, atoms 1 to 5: 0.219 -0.418 0.207 0.846 -0.043

Largest force on an atom for the records above, in order: 0.7, 2.3, 1.3, 4.8, 1.0, 2.6 eV Å⁻¹
ΔE to the lowest compared entry with this formula, charge and spin for the records above, in order: 104.2, 0.0, 16.5, 43.1, 21.0, 58.5 kcal per mole
DFT total energy for the records above, in order: -271.58659, -1374.29541, -1220.77949, -2678.01431, -1338.09969, -2123.23777 hartree